Here is a cluster of 6 separate species, C35H51ClIN9O3P2 in total at a distorted geometry from OMol25. Energies are from ωB97M-V with the def2-TZVPD basis set.

Structure (XYZ):
```
102
C35H51ClIN9O3P2 | OMol25 | ωB97M-V with the def2-TZVPD basis set
I 2.5046 -1.1253 -2.1831
Cl 0.9756 0.7324 -4.6395
P 1.4672 1.9661 -2.9944
P 6.6104 0.3422 -1.0940
O 4.1530 1.4130 -1.0497
O 2.9477 2.5527 -3.4285
O 6.7382 1.7610 -1.9744
N 9.8918 2.0835 -0.1980
N -3.5710 1.2781 8.3905
N -5.5652 -1.7919 -1.1057
N -5.6413 -7.1942 -4.5273
N 6.5242 -0.9834 -2.1825
N 5.8348 -0.0560 1.9690
N -5.9218 -2.1867 4.1951
N 2.3713 2.9723 -0.6709
N 0.6058 0.6283 -0.6596
C 3.1834 3.8717 -0.2569
C 5.2633 1.0502 1.1794
C 11.6431 1.6528 1.0844
C 4.9355 0.5307 -0.2391
C -1.7449 4.0370 -0.4458
C -5.0356 -8.4189 -4.6063
C 1.7764 0.8308 -1.4953
C -4.2411 -0.2396 6.9280
C 3.7624 4.8691 -1.2546
C -6.6996 -8.5118 -3.0975
C -3.0577 0.8715 -3.0425
C -2.6037 1.9925 -2.1335
C 11.8924 2.8494 0.3599
C -2.8922 1.5305 7.2285
C -4.3984 0.2036 8.2141
C -5.9000 -0.7275 2.5323
C -0.6633 0.5090 -1.4038
C -7.0000 -3.1567 -2.0953
C -1.0551 2.8363 -0.5183
C -3.2841 0.6027 6.3015
C -2.8739 4.2071 -1.2157
C -5.8798 -0.8522 3.8963
C -5.9760 -2.9164 3.0367
C -3.2757 3.1872 -2.0519
C 3.6001 4.0855 1.1914
C 10.7950 3.0866 -0.4243
C -6.6527 -7.2420 -3.6067
C -4.8350 -2.8491 -1.5775
C -5.6973 -3.7157 -2.1934
C -5.6715 -9.2597 -3.7325
C -5.9610 -2.0399 1.9857
C -6.8847 -1.9702 -1.4224
C 10.4025 1.2041 0.7162
C -1.4512 1.8229 -1.3546
C 2.8270 1.5786 -0.6136
H -3.4765 1.8016 9.2410
H 3.4737 1.8028 -3.7590
H -7.3922 -8.8658 -2.3520
H 10.5788 3.8794 -1.1205
H -5.9148 -2.5730 5.1210
H -1.2744 -0.2214 -0.8468
H 3.1810 5.0405 1.5253
H 4.7996 4.6244 -1.5015
H 4.3589 1.3488 1.7220
H -5.9922 -2.3064 0.9443
H 12.7763 3.4638 0.4085
H 6.8192 2.5038 -1.3626
H -4.2086 -8.5852 -5.2757
H 2.6494 1.2159 0.4191
H -6.0191 -3.9921 3.0616
H 3.7379 5.8613 -0.7674
H -7.6246 -1.2404 -1.1402
H 7.4579 -1.3853 -2.1615
H -1.3844 4.8163 0.2221
H -7.2498 -6.3707 -3.3962
H -5.4274 -10.2958 -3.5656
H -5.1902 -1.0063 -0.6052
H 12.2998 1.1765 1.7935
H -2.1910 2.3450 7.1633
H 5.9850 1.8761 1.1965
H -4.7543 -1.0745 6.4849
H -3.4050 5.1542 -1.1504
H -4.1613 3.3745 -2.6611
H -2.9270 0.5343 5.2870
H -5.3833 -6.3851 -5.0619
H -3.7602 1.2199 -3.8077
H -2.2051 0.3990 -3.5465
H -7.9163 -3.5777 -2.4756
H 6.3730 -0.6057 -3.1209
H 3.2062 3.2678 1.8049
H 4.6943 4.0796 1.2801
H -3.7686 -2.8933 -1.4325
H 5.3470 -0.9238 1.7856
H 4.5310 -0.4882 -0.1557
H 8.9918 2.0027 -0.6347
H -5.4254 -4.6469 -2.6634
H -5.8388 -0.1106 4.6754
H 0.7677 -0.2621 -0.1994
H -0.5539 0.1017 -2.4172
H -5.8751 0.2026 1.9864
H -0.1848 2.7499 0.1241
H -3.5492 0.0738 -2.4656
H 9.8400 0.3389 1.0241
H -5.0239 -0.1514 9.0155
H 3.1144 4.9582 -2.1292
H 6.8222 -0.1536 1.7695
```

Its SMILES is CC(C)=N[C@H](O[C@H](CN)P(N)O)[C@@](I)(NCc1ccccc1C)P(O)Cl.c1cc[nH]c1.c1cc[nH]c1.c1cc[nH]c1.c1cc[nH]c1.c1cc[nH]c1. The LUMO energy is 0.00225 Eh. Its total energy is -95874.1365 eV. As for the highest occupied orbital energy: -8.1 eV.